{"formula": "C31H24N8OSSe5Ta", "method": "the ωB97M-V functional and the def2-TZVPD basis", "multiplicity": 2, "homo_energy_ev": [-6.72, -6.80], "gap_ev": [6.245, 6.200], "s2": 0.760, "energy_ev": -385627.0513, "elements": ["Ta", "C", "C", "C", "C", "N", "C", "N", "C", "N", "C", "N", "C", "C", "C", "C", "C", "N", "C", "C", "C", "C", "C", "C", "H", "H", "H", "H", "H", "H", "H", "H", "H", "H", "H", "H", "O", "N", "C", "C", "C", "C", "C", "S", "H", "H", "H", "H", "Se", "Se", "Se", "Se", "C", "N", "C", "Se", "N", "C", "C", "C", "C", "C", "C", "H", "H", "H", "H", "H", "H", "H", "H"], "positions_angstrom": [[-1.403, -0.257, -1.642], [-5.577, 0.909, 0.782], [-5.101, 1.082, 2.071], [-3.927, 0.448, 2.425], [-3.240, -0.282, 1.462], [-3.632, -0.363, 0.190], [-4.811, 0.180, -0.112], [-2.157, -1.029, 1.929], [-1.396, -1.727, 1.201], [-1.239, -1.811, -0.225], [-0.358, -2.873, -0.468], [0.006, -3.442, -1.555], [-0.329, -3.083, -2.842], [0.136, -3.965, -3.826], [0.011, -3.650, -5.155], [-0.619, -2.460, -5.501], [-1.115, -1.667, -4.495], [-0.986, -1.954, -3.177], [0.147, -3.393, 0.819], [1.080, -4.382, 1.082], [1.379, -4.624, 2.415], [0.745, -3.911, 3.439], [-0.200, -2.937, 3.155], [-0.469, -2.695, 1.820], [-6.515, 1.337, 0.457], [-5.650, 1.672, 2.793], [-3.526, 0.480, 3.428], [-5.151, 0.018, -1.121], [0.615, -4.873, -3.489], [0.403, -4.314, -5.915], [-0.736, -2.148, -6.529], [-1.667, -0.765, -4.710], [1.552, -4.927, 0.276], [2.111, -5.379, 2.672], [1.003, -4.122, 4.469], [-0.703, -2.377, 3.931], [-0.858, 1.013, -3.322], [0.244, 0.913, -4.042], [0.217, 1.443, -5.287], [1.317, 1.365, -6.091], [2.466, 0.727, -5.602], [2.470, 0.208, -4.334], [1.329, 0.304, -3.517], [1.205, -0.273, -1.926], [-0.726, 1.902, -5.545], [1.280, 1.795, -7.081], [3.347, 0.640, -6.223], [3.336, -0.293, -3.927], [-1.422, 1.973, -0.396], [-2.437, 3.352, -2.040], [-4.305, 2.145, -2.714], [-3.536, -0.075, -3.107], [4.166, 1.322, 2.782], [2.892, 1.914, 3.131], [1.693, 1.577, 2.583], [1.315, 0.273, 1.380], [0.777, 2.421, 3.130], [1.376, 3.295, 4.024], [0.876, 4.308, 4.821], [1.784, 4.981, 5.630], [3.139, 4.647, 5.637], [3.637, 3.630, 4.832], [2.729, 2.966, 4.026], [3.999, 0.643, 1.950], [4.573, 0.766, 3.628], [4.865, 2.106, 2.489], [-0.188, 2.390, 2.846], [-0.174, 4.567, 4.816], [1.431, 5.778, 6.271], [3.815, 5.191, 6.283], [4.687, 3.368, 4.839]]}

=====

{"formula": "C45H95CoF8N5O7P2V", "method": "the ωB97M-V functional and the def2-TZVPD basis", "multiplicity": 7, "charge": 2, "homo_energy_ev": [-12.08, -12.08], "gap_ev": [6.219, 4.706], "s2": 12.010, "energy_ev": -173608.9614, "elements": ["V", "Co", "P", "F", "F", "F", "F", "F", "F", "O", "P", "O", "F", "F", "C", "C", "C", "C", "C", "C", "N", "O", "C", "C", "C", "H", "H", "H", "H", "H", "H", "H", "H", "H", "H", "H", "H", "H", "H", "H", "H", "H", "H", "H", "C", "C", "C", "C", "C", "C", "N", "O", "C", "C", "C", "H", "H", "H", "H", "H", "H", "H", "H", "H", "H", "H", "H", "H", "H", "H", "H", "H", "H", "H", "C", "C", "C", "C", "C", "C", "N", "O", "C", "C", "C", "H", "H", "H", "H", "H", "H", "H", "H", "H", "H", "H", "H", "H", "H", "H", "H", "H", "H", "H", "C", "C", "C", "C", "C", "C", "N", "O", "C", "C", "C", "H", "H", "H", "H", "H", "H", "H", "H", "H", "H", "H", "H", "H", "H", "H", "H", "H", "H", "H", "C", "C", "C", "C", "C", "C", "N", "O", "C", "C", "C", "H", "H", "H", "H", "H", "H", "H", "H", "H", "H", "H", "H", "H", "H", "H", "H", "H", "H", "H"], "positions_angstrom": [[0.551, 1.333, 2.183], [-0.076, -3.467, -1.484], [-1.691, -0.956, 2.796], [-1.830, -2.548, 2.493], [-1.234, -1.272, 4.339], [-0.078, -0.918, 2.512], [-1.351, 0.679, 2.999], [-1.886, -0.675, 1.183], [-3.215, -0.755, 3.187], [-0.102, -1.547, -0.972], [-0.124, -0.025, -0.944], [0.172, 0.804, 0.301], [-1.598, 0.324, -1.434], [0.833, 0.610, -2.130], [5.939, 1.969, 0.888], [5.729, 1.620, -0.608], [7.105, 1.701, -1.230], [7.326, 0.843, -2.469], [6.746, -0.542, -2.397], [5.266, -0.515, -1.974], [5.189, 0.231, -0.664], [3.902, 0.107, -0.088], [4.274, -0.084, -3.108], [4.809, -1.952, -1.761], [4.868, 2.697, -1.350], [4.957, 2.070, 1.351], [6.542, 2.869, 1.008], [6.353, 1.126, 1.441], [7.330, 2.727, -1.522], [7.858, 1.369, -0.515], [8.382, 0.868, -2.735], [6.938, 1.309, -3.375], [7.293, -1.203, -1.725], [6.757, -0.918, -3.420], [4.378, 0.931, -3.493], [4.417, -0.664, -4.020], [3.238, -0.186, -2.784], [5.408, -2.552, -1.077], [3.797, -1.889, -1.362], [4.873, -2.594, -2.640], [4.996, 2.858, -2.420], [5.118, 3.683, -0.958], [3.802, 2.690, -1.123], [4.028, -0.127, 0.834], [0.520, 5.936, 2.051], [1.337, 4.687, 2.119], [2.732, 4.954, 2.708], [2.716, 5.126, 4.265], [2.059, 3.966, 5.075], [0.681, 3.712, 4.520], [0.708, 3.608, 3.007], [-0.571, 3.315, 2.498], [0.256, 2.344, 5.138], [-0.300, 4.831, 5.041], [1.632, 4.169, 0.699], [0.564, 6.404, 1.067], [0.849, 6.776, 2.663], [-0.508, 5.678, 2.305], [3.433, 4.120, 2.710], [3.215, 5.850, 2.316], [2.346, 6.133, 4.460], [3.731, 5.244, 4.644], [1.838, 4.364, 6.065], [2.731, 3.110, 5.131], [0.826, 1.476, 4.804], [0.409, 2.392, 6.216], [-0.788, 2.066, 4.996], [-1.351, 4.634, 4.830], [-0.301, 5.037, 6.111], [-0.036, 5.827, 4.685], [0.752, 3.737, 0.222], [2.390, 3.388, 0.639], [2.025, 4.985, 0.093], [-1.065, 4.130, 2.609], [-2.602, -3.787, -5.147], [-2.287, -2.656, -4.068], [-3.230, -1.499, -4.389], [-4.641, -1.673, -3.910], [-4.709, -1.956, -2.369], [-3.794, -3.197, -2.028], [-2.438, -3.228, -2.675], [-1.702, -4.432, -2.449], [-3.593, -3.272, -0.486], [-4.650, -4.440, -2.434], [-0.836, -2.082, -4.148], [-2.070, -4.726, -4.997], [-2.295, -3.480, -6.147], [-3.663, -4.032, -5.110], [-2.766, -0.538, -4.168], [-3.372, -1.532, -5.470], [-5.205, -2.397, -4.498], [-5.014, -0.661, -4.066], [-5.773, -2.140, -2.223], [-4.411, -1.098, -1.766], [-4.560, -2.884, -0.166], [-3.407, -4.240, -0.019], [-2.835, -2.595, -0.093], [-4.956, -4.467, -3.480], [-4.173, -5.393, -2.205], [-5.521, -4.600, -1.797], [-0.774, -1.552, -5.098], [-0.198, -2.964, -4.098], [-0.534, -1.281, -3.474], [-2.172, -5.008, -3.056], [1.663, -3.832, 2.864], [1.764, -4.269, 1.451], [2.870, -5.356, 1.351], [2.458, -6.755, 1.966], [1.124, -7.163, 1.383], [-0.006, -6.093, 1.293], [0.546, -4.861, 0.817], [-0.415, -3.889, 0.601], [-1.041, -6.569, 0.299], [-0.724, -5.998, 2.720], [2.406, -3.146, 0.608], [0.673, -3.395, 2.988], [2.345, -3.028, 3.139], [1.691, -4.621, 3.616], [3.204, -5.682, 0.366], [3.792, -4.987, 1.800], [2.347, -6.746, 3.050], [3.264, -7.475, 1.823], [0.790, -8.084, 1.860], [1.437, -7.411, 0.369], [-1.574, -7.405, 0.753], [-1.834, -5.863, 0.050], [-0.625, -6.900, -0.652], [0.000, -5.931, 3.533], [-1.419, -5.169, 2.855], [-1.319, -6.821, 3.117], [1.999, -2.136, 0.570], [2.416, -3.530, -0.412], [3.443, -2.910, 0.848], [-0.702, -3.642, 1.483], [-2.876, 3.178, -2.705], [-3.091, 4.124, -1.467], [-4.350, 5.081, -1.858], [-5.646, 4.318, -1.747], [-5.841, 3.806, -0.339], [-4.632, 2.861, 0.112], [-3.278, 3.464, -0.170], [-2.159, 2.616, 0.191], [-4.740, 2.842, 1.624], [-4.641, 1.439, -0.491], [-1.941, 5.176, -1.284], [-3.699, 2.464, -2.746], [-1.921, 2.656, -2.766], [-3.032, 3.806, -3.582], [-4.490, 5.807, -1.057], [-4.225, 5.653, -2.777], [-5.731, 3.600, -2.563], [-6.440, 5.009, -2.031], [-6.754, 3.216, -0.421], [-6.028, 4.648, 0.327], [-4.126, 2.077, 2.098], [-4.491, 3.768, 2.142], [-5.804, 2.663, 1.778], [-3.810, 0.858, -0.091], [-5.499, 0.800, -0.284], [-4.589, 1.283, -1.569], [-1.904, 5.717, -2.229], [-0.961, 4.734, -1.102], [-2.196, 5.976, -0.590], [-2.311, 1.805, -0.299]]}

=====

{"formula": "C5H13NO2", "method": "the ωB97M-V functional and the def2-TZVPD basis", "e_above_lowest_kj_mol": 1059.7, "homo_energy_ev": -7.40, "gap_ev": 3.433, "energy_ev": -10970.8955, "elements": ["C", "N", "C", "C", "C", "C", "H", "H", "H", "H", "H", "H", "H", "H", "H", "H", "H", "O", "H", "H", "O"], "positions_angstrom": [[-3.046, 0.708, 0.429], [-1.093, -1.234, -1.695], [-1.089, 0.014, -0.978], [-1.625, 0.086, 0.435], [-0.117, -0.086, 0.251], [0.751, 1.163, 0.509], [-2.955, 1.587, -0.232], [-3.856, 0.031, 0.091], [-3.331, 1.064, 1.440], [-1.946, -1.278, -1.060], [-0.282, -1.723, -1.279], [-0.757, 0.762, -1.758], [0.330, -1.109, 0.349], [0.561, 1.677, 1.475], [1.863, 1.025, 0.365], [0.369, 1.992, -0.186], [3.458, -0.797, 2.079], [3.855, -0.431, 1.296], [2.995, -1.366, -1.306], [3.342, -0.937, 0.346], [2.574, -1.150, -0.574]]}

=====

- Number 1 is which compound?
  C31H24N8OSSe5Ta